Density functional theory data (ωB97M-V/def2-TZVPD) for H10O13S2Zn as an isolated structure in a non-equilibrium geometry.

Output
* LUMO level: 4.6 eV
* energy relative to the best compared isomer or geometry (same formula, charge and spin): 42.2 kJ/mol
* charge: -2
* energy: -3559.9505 hartree
* highest occupied orbital energy: -0.02995 Ha

Last column: Löwdin charge in e.
Element x y z (Å)
1 Zn 0.05 0.12 -0.32  0.5445
2 S 2.19 -1.27 0.17  0.2561
3 O 2.94 -2.06 -0.81  -0.3672
4 O 1.88 0.04 -0.45  -0.4196
5 O 0.80 -1.70 0.37  -0.3696
6 O 2.88 -1.20 1.42  -0.3300
7 S -3.13 -0.25 -0.66  0.1076
8 O -3.60 -1.50 -1.23  -0.4193
9 O -3.15 0.72 -1.76  -0.4482
10 O -3.98 0.14 0.43  -0.4000
11 O -1.78 -0.33 -0.19  -0.3855
12 O -0.08 -0.27 -2.37  -0.0102
13 H -0.80 0.16 -2.83  0.0557
14 H 0.08 -1.08 -2.87  0.0885
15 O -0.04 0.74 1.59  -0.0018
16 H -0.50 1.49 1.97  0.0858
17 H 0.25 0.23 2.35  0.0757
18 O -0.43 1.99 -0.87  -0.0036
19 H -0.63 2.26 -1.77  0.0786
20 H -0.44 2.81 -0.37  0.0836
21 O -0.51 -2.26 2.49  -0.0725
22 H -0.13 -3.11 2.71  0.0161
23 H 0.05 -1.92 1.79  -0.0602
24 O 2.56 2.43 0.30  -0.0872
25 H 3.07 2.21 1.08  0.0204
26 H 2.45 1.60 -0.16  -0.0374

Density functional theory data (ωB97M-V/def2-TZVPD) for a 5-piece molecular cluster, H10O4S overall in a non-equilibrium geometry.

Output
* LUMO level: 0.3 eV
* energy relative to the best compared isomer or geometry (same formula, charge and spin): 53.9 kJ/mol
* energy: -705.1265 hartree
* highest occupied orbital energy: -0.37864 Ha

Last column: Löwdin charge in e.
Element x y z (Å)
1 O -0.48 -1.88 -1.74  -0.0698
2 H -0.38 -1.93 -2.65  -0.0067
3 H -0.10 -0.98 -1.58  0.0157
4 O -0.57 1.88 0.79  -0.0477
5 H -0.74 1.01 1.18  -0.0657
6 H -1.21 2.39 1.22  0.0260
7 O 2.10 0.57 0.74  -0.0698
8 H 1.38 1.15 1.09  0.0207
9 H 1.74 -0.27 1.07  0.0334
10 O 0.62 0.92 -1.98  -0.0568
11 H 1.45 0.83 -1.49  0.0320
12 H 0.17 1.61 -1.49  0.0184
13 S -1.44 -1.24 1.66  0.5496
14 H -1.81 -2.20 2.52  -0.2017
15 H -0.75 -1.86 0.65  -0.1777

Density functional theory data (ωB97M-V/def2-TZVPD) for a 5-piece molecular cluster, H10O5 overall in a non-equilibrium geometry.

Output
* LUMO level: 0.0 eV
* energy relative to the best compared isomer or geometry (same formula, charge and spin): 104.9 kJ/mol
* energy: -382.1842 hartree
* highest occupied orbital energy: -0.38614 Ha

Last column: Löwdin charge in e.
Element x y z (Å)
1 O 0.49 -2.26 0.56  -0.0339
2 H 0.04 -2.74 1.25  0.0857
3 H 0.78 -2.90 -0.11  0.0896
4 O 1.23 0.32 0.11  -0.0291
5 H 2.15 0.44 0.14  0.0549
6 H 1.04 -0.62 0.21  0.0177
7 O -1.90 -1.17 -0.61  -0.0608
8 H -1.03 -1.50 -0.33  -0.0132
9 H -2.20 -0.59 0.09  0.0300
10 O -0.75 1.87 1.45  -0.0689
11 H -0.03 1.34 1.05  -0.0053
12 H -0.38 2.74 1.31  0.0179
13 O 0.08 1.50 -1.98  -0.0255
14 H 0.17 2.42 -1.99  -0.0017
15 H 0.31 1.15 -1.15  -0.0574

Density functional theory data (ωB97M-V/def2-TZVPD) for a 5-piece molecular cluster, H10O5 overall in a non-equilibrium geometry.

Output
* LUMO level: 0.9 eV
* energy relative to the best compared isomer or geometry (same formula, charge and spin): 54.4 kJ/mol
* energy: -382.2034 hartree
* highest occupied orbital energy: -0.40708 Ha

Last column: Löwdin charge in e.
Element x y z (Å)
1 O 4.49 5.50 3.71  -0.1146
2 H 3.63 5.24 4.06  0.0480
3 H 5.18 4.81 4.06  0.0543
4 O 6.82 4.42 4.31  -0.0417
5 H 7.43 5.16 4.42  0.0046
6 H 7.20 3.56 4.43  0.0490
7 O 6.63 8.97 5.21  -0.0461
8 H 5.94 8.99 4.53  0.0067
9 H 6.88 9.85 5.45  0.0260
10 O 8.45 6.65 4.42  -0.0584
11 H 9.14 7.03 3.88  0.0505
12 H 7.79 7.34 4.69  0.0408
13 O 4.25 8.30 3.90  -0.0536
14 H 3.50 8.74 3.61  0.0064
15 H 4.25 7.31 3.80  0.0279

Density functional theory data (ωB97M-V/def2-TZVPD) for a 5-piece molecular cluster, H10O5 overall in a non-equilibrium geometry.

Output
* LUMO level: 0.5 eV
* energy relative to the best compared isomer or geometry (same formula, charge and spin): 77.0 kJ/mol
* energy: -382.1949 hartree
* highest occupied orbital energy: -0.41531 Ha

Last column: Löwdin charge in e.
Element x y z (Å)
1 O 1.34 1.92 -0.25  -0.1083
2 H 1.37 1.43 0.63  0.0484
3 H 0.61 2.56 0.02  0.0730
4 O -0.26 -0.01 1.25  -0.0607
5 H -1.04 -0.09 0.70  -0.0295
6 H -0.53 -0.04 2.17  0.0568
7 O -2.51 -0.43 -0.07  -0.0386
8 H -3.30 0.12 -0.05  0.0683
9 H -1.92 -0.11 -0.72  -0.0262
10 O -0.37 -0.19 -1.57  -0.0403
11 H 0.26 -0.86 -1.22  0.0543
12 H 0.21 0.55 -1.56  0.0146
13 O 2.09 -1.54 -0.15  -0.0732
14 H 1.45 -1.12 0.46  0.0071
15 H 2.61 -2.19 0.37  0.0544

Density functional theory data (ωB97M-V/def2-TZVPD) for a 5-piece molecular cluster, H10O5 overall in a non-equilibrium geometry.

Output
* LUMO level: 0.3 eV
* energy relative to the best compared isomer or geometry (same formula, charge and spin): 134.8 kJ/mol
* energy: -382.1728 hartree
* highest occupied orbital energy: -0.38528 Ha

Last column: Löwdin charge in e.
Element x y z (Å)
1 O -2.26 -0.76 -0.48  -0.0699
2 H -2.70 -0.08 -1.03  0.0639
3 H -2.98 -1.00 0.17  0.0887
4 O -0.71 2.66 -0.76  -0.1127
5 H -1.57 2.31 -1.06  0.0217
6 H -0.19 1.92 -0.27  0.0422
7 O 1.27 1.15 2.39  -0.0896
8 H 1.00 0.59 1.62  -0.0012
9 H 1.80 1.86 2.02  0.0180
10 O 0.37 0.05 0.01  -0.0679
11 H -0.40 -0.47 -0.18  0.0052
12 H 0.82 -0.76 -0.21  0.0027
13 O 1.56 -2.41 -0.57  -0.0134
14 H 1.58 -2.58 -1.51  0.0610
15 H 2.40 -2.47 -0.14  0.0514

Density functional theory data (ωB97M-V/def2-TZVPD) for a 5-piece molecular cluster, H10O5 overall.

Output
* LUMO level: 0.4 eV
* energy relative to the best compared isomer or geometry (same formula, charge and spin): 138.2 kJ/mol
* energy: -382.1715 hartree
* highest occupied orbital energy: -0.41577 Ha

Last column: Löwdin charge in e.
Element x y z (Å)
1 O 1.43 3.20 2.50  -0.0560
2 H 1.51 4.12 2.27  0.0271
3 H 1.19 3.20 3.43  0.0292
4 O -0.34 -1.28 0.26  -0.0536
5 H -1.15 -0.94 -0.12  0.0268
6 H 0.11 -0.51 0.61  0.0269
7 O 2.22 2.93 -2.43  -0.0522
8 H 1.40 3.10 -2.90  0.0284
9 H 1.99 3.03 -1.50  0.0238
10 O -5.16 -0.46 -0.79  -0.0557
11 H -5.02 -1.19 -1.39  0.0276
12 H -6.03 -0.61 -0.42  0.0284
13 O 2.61 -5.17 0.41  -0.0545
14 H 2.98 -5.16 -0.47  0.0272
15 H 2.26 -4.28 0.54  0.0266

Density functional theory data (ωB97M-V/def2-TZVPD) for a 5-piece molecular cluster, H10O5 overall in a non-equilibrium geometry.

Output
* LUMO level: -0.2 eV
* energy relative to the best compared isomer or geometry (same formula, charge and spin): 116.5 kJ/mol
* energy: -382.1798 hartree
* highest occupied orbital energy: -0.41091 Ha

Last column: Löwdin charge in e.
Element x y z (Å)
1 O 1.58 -10.69 -26.18  -0.0267
2 H 1.74 -10.48 -25.27  0.0102
3 H 2.29 -11.24 -26.46  -0.0205
4 O 3.84 -12.37 -26.13  -0.0601
5 H 4.25 -11.50 -26.10  0.0120
6 H 4.47 -13.00 -26.47  0.0633
7 O 6.28 -13.14 -24.17  -0.0467
8 H 5.93 -12.87 -23.31  0.0316
9 H 6.68 -12.38 -24.57  0.0249
10 O 4.32 -9.77 -25.54  -0.0469
11 H 5.05 -9.26 -25.12  0.0896
12 H 3.61 -9.90 -24.90  0.0308
13 O 3.41 -12.46 -23.34  -0.0326
14 H 3.67 -12.47 -24.26  -0.0331
15 H 3.82 -11.66 -23.05  0.0042

Density functional theory data (ωB97M-V/def2-TZVPD) for a 5-piece molecular cluster, H10O5 overall in a non-equilibrium geometry.

Output
* LUMO level: 0.2 eV
* energy relative to the best compared isomer or geometry (same formula, charge and spin): 257.1 kJ/mol
* energy: -382.1262 hartree
* highest occupied orbital energy: -0.40271 Ha

Last column: Löwdin charge in e.
Element x y z (Å)
1 O 0.63 -0.25 2.43  -0.1030
2 H 0.74 -0.07 3.46  0.1190
3 H 0.84 -1.11 2.12  0.0118
4 O 0.85 -0.03 -3.05  -0.0591
5 H 0.91 0.81 -2.52  0.0467
6 H 1.59 -0.61 -3.03  0.0082
7 O -4.86 -7.30 -0.14  -0.0890
8 H -4.81 -7.45 0.85  0.0591
9 H -5.79 -7.10 -0.28  0.0298
10 O 2.64 5.28 0.28  -0.1167
11 H 2.09 5.29 1.14  0.0724
12 H 2.42 4.32 0.23  0.0033
13 O 0.87 2.56 0.20  -0.1963
14 H 0.41 2.12 -0.69  0.0992
15 H 0.50 1.80 0.92  0.1144

Copy entry 4 word for word.
Density functional theory data (ωB97M-V/def2-TZVPD) for a 5-piece molecular cluster, H10O5 overall in a non-equilibrium geometry.

Output
* LUMO level: 0.9 eV
* energy relative to the best compared isomer or geometry (same formula, charge and spin): 54.4 kJ/mol
* energy: -382.2034 hartree
* highest occupied orbital energy: -0.40708 Ha

Last column: Löwdin charge in e.
Element x y z (Å)
1 O 4.49 5.50 3.71  -0.1146
2 H 3.63 5.24 4.06  0.0480
3 H 5.18 4.81 4.06  0.0543
4 O 6.82 4.42 4.31  -0.0417
5 H 7.43 5.16 4.42  0.0046
6 H 7.20 3.56 4.43  0.0490
7 O 6.63 8.97 5.21  -0.0461
8 H 5.94 8.99 4.53  0.0067
9 H 6.88 9.85 5.45  0.0260
10 O 8.45 6.65 4.42  -0.0584
11 H 9.14 7.03 3.88  0.0505
12 H 7.79 7.34 4.69  0.0408
13 O 4.25 8.30 3.90  -0.0536
14 H 3.50 8.74 3.61  0.0064
15 H 4.25 7.31 3.80  0.0279